Formula: C14H16O2
Source: the Open Molecules 2025 dataset
Level of theory: ωB97M-V with the def2-TZVPD basis set

Structure (XYZ):
```
32
C14H16O2 ωB97M-V with the def2-TZVPD basis set
C 2.57096 1.72001 -2.62174
C 0.11715 -1.22954 -2.44638
C 1.27026 -0.42375 -2.62696
C -1.09228 -0.54107 -2.30046
C 1.22438 1.03215 -2.51942
C -1.17318 0.83621 -2.65428
C -0.01891 1.61534 -2.69383
O -2.32717 -1.06446 -1.98299
H 0.19078 -2.42756 -2.12843
H 2.29965 -1.03398 -2.61755
H -2.38646 -2.04852 -2.23538
H -2.17523 1.20774 -2.68819
H 2.49184 2.72828 -2.27238
H 2.91064 1.52084 -3.73112
H -0.02685 2.67493 -3.03006
H 3.39142 1.38592 -1.98460
C 1.25143 2.24014 2.89684
C -0.50478 -0.65071 1.12123
C -0.78110 -1.43585 2.24511
C 0.14986 0.57158 1.41534
C 0.54675 0.95696 2.73832
C -0.36791 -1.06059 3.58842
C 0.48974 -0.04191 3.74791
O -1.50260 -2.59030 2.01539
H -0.66191 -1.06688 0.03859
H 0.32378 1.31286 0.50188
H -0.81480 -1.63230 4.35985
H -2.04555 -2.90498 2.71719
H 0.47902 2.98550 3.29951
H 1.59556 2.61332 2.01795
H 0.80595 0.23483 4.76612
H 2.16604 2.15423 3.38674
```

Results
Total energy = -18869.5974 eV
Structure (SMILES) = Cc1ccc(O)cc1.Cc1ccc(O)cc1
Energy above the lowest of the compared OMol25 structures with the same formula, charge and spin = 70.0 kcal per mole
Charge = 0
Kohn-Sham gap = 8.71 eV
F_max = 4.25 eV Å⁻¹
HOMO energy = -7.96 eV

The computed Löwdin charges, all in e, follow:
1. C -0.078
2. C -0.069
3. C -0.054
4. C -0.381
5. C -0.301
6. C -0.015
7. C -0.067
8. O -0.004
9. H 0.173
10. H 0.148
11. H 0.150
12. H 0.107
13. H 0.055
14. H 0.123
15. H 0.126
16. H 0.067
17. C -0.072
18. C -0.009
19. C -0.287
20. C -0.031
21. C -0.280
22. C -0.036
23. C -0.065
24. O 0.026
25. H 0.123
26. H 0.141
27. H 0.097
28. H 0.081
29. H 0.121
30. H 0.028
31. H 0.121
32. H 0.061